# C30H31BrF6HfN3O6P

A molecular structure, C30H31BrF6HfN3O6P in a non-equilibrium geometry (wB97M-V/def2-TZVPD, OMol25).

As for the energy above the lowest of the compared OMol25 structures with the same formula, charge and spin: 23.3 kcal per mole. For the orbital gap, the calculation gives 7.684 eV.

Cartesian coordinates (Å):
Hf1 0.293 0.579 -0.113
O1 -3.726 -1.279 -3.272
C1 -3.191 -2.378 -2.719
C2 -3.849 -3.589 -2.935
C3 -3.372 -4.752 -2.368
C4 -2.223 -4.745 -1.573
C5 -1.560 -3.554 -1.370
C6 -2.022 -2.360 -1.935
C7 -1.270 -1.129 -1.666
O2 -0.171 -1.199 -0.966
N1 -1.736 0.006 -2.140
N2 -0.933 1.099 -1.778
C8 -1.239 2.263 -2.213
C9 -0.554 3.483 -1.817
C10 -0.832 4.633 -2.567
C11 -0.198 5.830 -2.321
C12 0.735 5.891 -1.284
C13 1.009 4.778 -0.514
C14 0.381 3.557 -0.758
O3 0.714 2.499 -0.028
H1 -3.151 -0.517 -3.030
H2 -4.743 -3.581 -3.548
H3 -3.899 -5.683 -2.546
H4 -1.858 -5.660 -1.124
H5 -0.660 -3.518 -0.767
H6 -2.059 2.338 -2.923
H7 -1.560 4.560 -3.371
H8 -0.414 6.701 -2.924
H9 1.252 6.822 -1.077
H10 1.723 4.818 0.301
C15 1.044 1.469 4.166
C16 0.937 -0.017 3.805
P1 1.639 -0.348 2.152
C17 3.443 -0.165 2.366
C18 4.127 -1.015 3.436
C19 1.384 -2.164 1.923
C20 1.322 -3.034 3.177
H11 0.504 1.687 5.088
H12 0.627 2.098 3.377
H13 2.085 1.769 4.316
H14 -0.111 -0.319 3.750
H15 1.418 -0.639 4.559
H16 3.618 0.899 2.552
H17 3.867 -0.375 1.387
H18 3.644 -0.933 4.412
H19 5.164 -0.693 3.557
H20 4.145 -2.068 3.152
H21 2.175 -2.493 1.244
H22 0.451 -2.273 1.375
H23 2.239 -3.000 3.765
H24 1.150 -4.073 2.890
H25 0.497 -2.734 3.825
C21 4.157 1.485 -1.201
C22 3.169 0.387 -1.553
O4 2.234 0.184 -0.554
C23 3.910 -0.958 -1.775
F1 4.481 -1.347 -0.614
F2 3.093 -1.942 -2.154
F3 4.898 -0.862 -2.672
C24 2.487 0.797 -2.901
F4 3.345 0.816 -3.932
F5 1.986 2.048 -2.779
F6 1.468 0.001 -3.235
H26 4.794 1.149 -0.384
H27 3.592 2.354 -0.874
H28 4.779 1.750 -2.055
Br1 -7.345 1.123 0.415
C25 -5.793 0.094 0.724
C26 -5.902 -1.274 0.923
N3 -4.845 -2.056 1.147
C27 -3.642 -1.481 1.176
C28 -3.451 -0.120 0.982
C29 -4.552 0.690 0.748
C30 -2.084 0.467 0.957
O5 -1.870 1.626 0.574
O6 -1.081 -0.285 1.278
H29 -6.875 -1.754 0.900
H30 -2.790 -2.130 1.350
H31 -4.419 1.751 0.583

=====

# C6H7Br12CaO2

A molecular structure, C6H7Br12CaO2 in a non-equilibrium geometry (wB97M-V/def2-TZVPD, OMol25).

As for the charge: +1. As for the energy above the lowest of the compared OMol25 structures with the same formula, charge and spin: 164.6 kcal per mole. For the orbital gap, the calculation gives 3.617 eV.

Cartesian coordinates (Å):
Ca1 4.722 -1.811 -3.557
C1 0.383 1.193 -1.526
C2 1.269 0.108 -2.072
O1 1.356 -0.148 -3.306
O2 2.077 -0.465 -1.348
H1 0.069 1.914 -2.281
H2 0.729 1.703 -0.626
H3 -0.548 0.667 -1.317
C3 -0.993 -2.199 4.494
Br1 -1.618 -1.966 2.648
Br2 -2.037 -3.627 5.642
Br3 -0.806 -0.622 5.725
H4 -0.006 -2.638 4.345
C4 -3.142 3.023 -5.829
Br4 -3.630 1.309 -5.004
Br5 -4.772 3.839 -6.677
Br6 -1.934 2.682 -7.322
H5 -2.788 3.702 -5.054
C5 0.060 4.364 3.806
Br7 -1.611 4.538 4.780
Br8 1.577 4.304 5.159
Br9 0.214 5.995 2.573
H6 0.189 3.518 3.130
C6 2.191 -5.742 0.642
Br10 1.275 -6.712 -0.836
Br11 4.109 -6.168 0.747
Br12 1.303 -6.094 2.452
H7 2.362 -4.666 0.612

=====

# C27H58CuNP3

A molecular structure, C27H58CuNP3 in a non-equilibrium geometry (wB97M-V/def2-TZVPD, OMol25).

As for the energy above the lowest of the compared OMol25 structures with the same formula, charge and spin: 0.0 kcal per mole. For the orbital gap (alpha / beta), the calculation gives 4.200 / 5.215 eV. Its multiplicity is 2. The expectation value of S² is 0.756.

Cartesian coordinates (Å):
P1 -0.551 -3.864 -1.436
P2 -1.603 3.814 -2.274
C1 -1.524 -2.362 -1.818
C2 -0.794 -0.993 -1.758
H1 -2.371 -2.361 -1.114
H2 -1.933 -2.490 -2.832
H3 -0.237 -0.912 -0.800
H4 -1.561 -0.203 -1.718
C3 -3.043 4.142 -3.349
H5 -3.854 4.479 -2.687
H6 -3.363 3.221 -3.848
H7 -2.830 4.927 -4.084
C4 -0.720 5.418 -2.414
H8 -0.626 5.710 -3.469
H9 0.279 5.355 -1.956
H10 -1.307 6.177 -1.874
C5 -0.994 -5.165 -2.600
H11 -0.626 -6.130 -2.224
H12 -0.542 -4.963 -3.581
H13 -2.088 -5.213 -2.702
C6 1.204 -3.488 -1.547
H14 1.496 -2.756 -0.774
H15 1.458 -3.082 -2.537
H16 1.786 -4.410 -1.395
Cu1 0.850 0.963 -1.643
C7 0.976 2.361 -2.876
C8 -0.417 2.595 -3.345
C9 -1.205 1.398 -3.935
C10 -0.512 0.044 -4.167
C11 0.164 -0.718 -2.976
C12 1.605 -0.357 -2.674
C13 2.423 0.354 -3.705
C14 1.978 1.833 -3.917
C15 -0.888 -4.446 0.237
H17 1.382 3.241 -2.362
H18 -0.370 3.391 -4.127
H19 -1.530 1.712 -4.946
H20 -2.150 1.250 -3.387
H21 -1.292 -0.635 -4.554
H22 0.223 0.139 -4.981
H23 0.290 -1.719 -3.425
H24 2.149 -1.120 -2.105
H25 2.469 -0.217 -4.654
H26 3.451 0.395 -3.312
H27 2.888 2.457 -3.868
H28 1.595 1.945 -4.940
H29 -0.425 -3.799 0.996
H30 -0.475 -5.461 0.340
H31 -1.972 -4.492 0.417
C16 -1.849 3.277 1.232
C17 -1.547 1.884 1.802
C18 -1.988 1.809 3.271
C19 -2.379 0.901 0.961
P3 0.293 1.486 1.637
N1 0.518 1.016 0.153
C20 1.393 2.974 1.986
C21 0.946 3.681 3.279
C22 2.859 2.537 2.132
C23 1.330 3.942 0.792
C24 0.818 -0.054 2.610
C25 -0.222 -1.157 2.364
C26 2.154 -0.573 2.039
C27 0.948 0.252 4.107
H32 -2.940 3.420 1.259
H33 -1.551 3.346 0.172
H34 -1.391 4.090 1.804
H35 -3.044 2.115 3.310
H36 -1.931 0.793 3.682
H37 -1.424 2.495 3.917
H38 -1.985 0.861 -0.060
H39 -2.407 -0.114 1.368
H40 -3.412 1.275 0.910
H41 0.924 2.998 4.140
H42 1.685 4.465 3.504
H43 -0.029 4.175 3.187
H44 3.199 1.987 1.246
H45 3.481 3.441 2.217
H46 3.035 1.942 3.036
H47 1.464 3.392 -0.148
H48 0.392 4.505 0.735
H49 2.150 4.672 0.880
H50 -0.330 -1.325 1.281
H51 0.139 -2.099 2.809
H52 -1.206 -0.942 2.798
H53 3.008 0.048 2.321
H54 2.338 -1.590 2.414
H55 2.090 -0.608 0.943
H56 1.792 0.920 4.329
H57 0.034 0.681 4.537
H58 1.139 -0.698 4.630

=====

# C64H134F15N6O14

11 unconnected molecules or ions with the total composition C64H134F15N6O14 in a non-equilibrium geometry (wB97M-V/def2-TZVPD, OMol25).

As for the charge: +1. As for the energy above the lowest of the compared OMol25 structures with the same formula, charge and spin: 195.8 kcal per mole. For the orbital gap, the calculation gives 1.329 eV.

Cartesian coordinates (Å):
C1 10.359 7.017 16.371
C2 10.856 6.593 14.940
C3 10.077 7.216 13.759
C4 10.835 6.932 12.413
N1 10.085 7.368 11.073
C5 9.961 8.887 10.990
C6 11.267 9.335 10.467
C7 11.507 8.338 9.331
C8 11.011 6.970 9.902
C9 8.705 6.699 10.881
C10 8.836 5.098 10.978
C11 7.774 4.238 10.181
H1 9.973 8.012 16.596
H2 10.853 6.584 17.241
H3 9.412 6.528 16.601
H4 11.060 5.525 14.862
H5 11.873 6.913 14.712
H6 9.917 8.277 13.949
H7 9.146 6.660 13.867
H8 11.033 5.861 12.372
H9 11.856 7.308 12.356
H10 9.201 9.062 10.227
H11 9.651 9.329 11.937
H12 11.092 10.381 10.216
H13 12.025 9.268 11.248
H14 10.989 8.620 8.414
H15 12.596 8.365 9.286
H16 10.363 6.422 9.217
H17 11.807 6.304 10.233
H18 8.397 7.133 9.930
H19 8.050 7.053 11.678
H20 8.648 4.735 11.988
H21 9.895 4.902 10.815
H22 6.869 4.220 10.788
H23 8.043 3.187 10.080
H24 7.393 4.674 9.257
C12 0.544 9.791 11.489
C13 0.176 8.386 12.107
C14 1.303 7.274 12.196
C15 2.629 8.003 12.515
N2 3.752 6.930 12.647
C16 3.633 6.264 14.064
C17 4.932 5.477 14.349
C18 5.941 6.395 13.610
C19 5.136 7.502 12.873
C20 3.760 5.866 11.530
C21 4.013 6.478 10.209
C22 4.102 5.305 9.175
H25 1.170 9.694 10.602
H26 0.932 10.504 12.217
H27 -0.403 10.220 11.161
H28 -0.594 8.002 11.437
H29 -0.407 8.386 13.028
H30 1.231 6.816 11.210
H31 0.951 6.618 12.992
H32 2.543 8.591 13.429
H33 3.033 8.617 11.711
H34 2.736 5.647 14.104
H35 3.478 7.056 14.796
H36 4.925 4.483 13.901
H37 4.964 5.403 15.436
H38 6.605 5.788 12.995
H39 6.518 6.889 14.392
H40 5.524 7.832 11.909
H41 4.873 8.362 13.490
H42 3.053 5.045 11.646
H43 4.636 5.319 11.877
H44 4.992 6.882 9.949
H45 3.243 7.165 9.857
H46 3.110 4.859 9.106
H47 4.922 4.590 9.239
H48 4.386 5.654 8.182
C23 -2.565 14.496 16.195
C24 -1.339 13.553 16.023
O1 -0.337 13.696 16.700
N3 -1.502 12.449 15.089
H49 -2.376 12.045 15.394
H50 -1.636 12.696 14.119
C25 -0.503 11.284 15.070
H51 -3.499 14.060 15.840
H52 -2.566 15.489 15.745
H53 -2.651 14.412 17.279
H54 -1.088 10.415 14.768
H55 0.129 11.150 15.948
H56 0.288 11.558 14.372
C26 4.585 8.632 6.528
C27 5.594 9.696 6.135
O2 5.375 10.515 5.206
N4 6.858 9.756 6.996
H57 6.667 9.966 7.965
H58 7.333 8.880 7.159
C28 7.868 10.789 6.511
H59 5.026 7.635 6.557
H60 3.765 8.523 5.819
H61 4.155 8.884 7.497
H62 8.546 10.643 7.351
H63 7.426 11.780 6.612
H64 8.373 10.550 5.575
C29 0.459 14.198 2.493
C30 1.617 14.078 3.459
N5 1.507 12.886 4.474
C31 1.201 11.596 3.647
C32 2.887 12.669 5.199
C33 3.459 13.932 6.010
C34 0.342 13.168 5.519
C35 0.175 12.022 6.493
O3 1.215 11.942 7.447
C36 0.987 11.097 8.554
H65 0.754 14.684 1.563
H66 -0.469 14.678 2.804
H67 0.182 13.212 2.121
H68 1.731 15.006 4.019
H69 2.553 13.838 2.956
H70 0.139 11.380 3.532
H71 1.623 10.826 4.293
H72 1.708 11.677 2.686
H73 3.663 12.423 4.474
H74 2.907 11.695 5.687
H75 2.948 14.167 6.943
H76 3.576 14.772 5.325
H77 4.459 13.729 6.393
H78 -0.566 13.352 4.944
H79 0.643 14.051 6.082
H80 -0.054 11.027 6.110
H81 -0.727 12.338 7.016
H82 1.923 11.219 9.098
H83 0.711 10.056 8.387
H84 0.218 11.684 9.057
C37 -3.931 4.087 16.533
C38 -3.439 5.518 16.245
N6 -1.983 5.661 15.598
C39 -0.943 4.955 16.514
C40 -1.811 5.141 14.109
C41 -2.830 5.690 13.080
C42 -1.531 7.162 15.546
C43 -1.913 8.095 16.735
O4 -1.528 7.526 18.036
C44 -1.522 8.506 19.053
H85 -3.812 3.521 15.610
H86 -4.966 4.224 16.847
H87 -3.409 3.552 17.326
H88 -3.514 6.128 17.145
H89 -4.075 6.138 15.613
H90 -0.933 3.891 16.282
H91 -1.299 5.043 17.541
H92 0.022 5.455 16.429
H93 -1.798 4.051 14.100
H94 -0.813 5.345 13.719
H95 -3.015 6.763 13.124
H96 -3.706 5.085 12.848
H97 -2.334 5.820 12.119
H98 -2.128 7.478 14.691
H99 -0.492 7.232 15.223
H100 -2.943 8.448 16.696
H101 -1.325 9.004 16.611
H102 -0.965 8.009 19.847
H103 -2.545 8.806 19.278
H104 -0.998 9.365 18.635
C45 3.006 2.615 5.684
O5 1.686 2.302 5.883
O6 3.629 1.394 5.351
C46 3.289 3.802 4.738
F1 2.699 3.580 3.513
F2 2.796 5.001 5.234
F3 4.612 4.054 4.512
C47 0.878 3.289 6.542
C48 -0.447 2.771 7.014
H105 -0.950 3.486 7.665
H106 -0.999 2.489 6.118
H107 -0.355 1.890 7.649
H108 0.672 4.197 5.975
H109 1.328 3.621 7.478
H110 3.333 2.858 6.695
C49 8.481 1.717 13.748
O7 7.851 1.944 12.496
O8 9.791 1.321 13.483
C50 8.150 2.878 14.874
F4 8.591 4.050 14.542
F5 6.827 2.981 15.077
F6 8.544 2.622 16.155
C51 7.024 0.904 12.004
C52 6.811 0.993 10.529
H111 6.460 1.987 10.256
H112 7.716 0.683 10.006
H113 6.035 0.303 10.199
H114 6.045 1.007 12.471
H115 7.369 -0.116 12.175
H116 8.009 0.878 14.259
C53 -6.281 7.269 12.857
O9 -4.920 7.777 13.149
O10 -6.294 6.731 11.553
C54 -6.794 6.412 14.173
F7 -8.136 6.458 14.234
F8 -6.500 5.125 14.119
F9 -6.183 6.720 15.355
C55 -4.650 9.193 13.247
C56 -3.201 9.604 13.075
H117 -2.703 9.231 12.180
H118 -3.193 10.693 13.029
H119 -2.608 9.348 13.953
H120 -5.107 9.458 14.200
H121 -5.175 9.935 12.645
H122 -6.969 8.102 13.004
C57 2.792 9.660 16.764
O11 2.599 11.005 16.342
O12 2.003 8.924 15.888
C58 4.320 9.345 17.209
F10 4.611 8.214 17.882
F11 5.011 9.234 16.099
F12 4.863 10.274 17.959
C59 3.346 11.315 15.151
C60 2.932 12.758 14.874
H123 3.140 13.417 15.717
H124 3.422 13.252 14.035
H125 1.871 12.883 14.656
H126 2.996 10.953 14.184
H127 4.434 11.264 15.188
H128 2.189 9.535 17.663
C61 1.355 2.898 13.073
O13 0.038 2.727 12.433
O14 1.105 2.985 14.468
C62 2.520 2.051 12.459
F13 2.531 0.783 12.791
F14 2.548 2.147 11.141
F15 3.737 2.467 12.864
C63 -0.304 3.381 11.156
C64 -1.712 2.989 10.724
H129 -2.434 3.118 11.530
H130 -2.147 3.459 9.842
H131 -1.605 1.950 10.411
H132 0.337 3.096 10.322
H133 -0.317 4.464 11.270
H134 1.650 3.849 12.630